8
Properties=species:S:1:pos:R:3:forces:R:3:mulliken_spin:R:1 method="wB97M-V/def2-TZVPD" spin_multiplicity=3 e_above_lowest_ev=0.7435 lumo_ev="2.6865 / 1.5773" total_charge=-1 total_energy_ha=-1580.903965
C 0.661617 -0.239366 -0.397399 -1.016 2.968 -2.684 0.039
O -0.479596 -0.952977 1.702513 -0.382 0.535 0.571 0.098
O -1.891089 -0.503586 -0.239077 -0.230 0.604 -0.210 0.056
S -0.829224 3.085741 0.123448 0.040 -0.433 0.091 1.703
S -0.815128 0.005516 0.624630 -0.210 -0.654 1.043 0.096
I 0.428063 -2.127006 -1.216651 0.484 -1.023 -0.742 0.012
I 2.423909 0.110633 0.635434 0.540 0.176 0.213 0.000
H 0.501448 0.621046 -1.232898 0.774 -2.173 1.719 -0.003


6
Properties=species:S:1:pos:R:3:forces:R:3:mulliken_charge:R:1 method="wB97M-V/def2-TZVPD" e_above_lowest_ev=3.8436 lumo_ev="-3.3074 / -3.3102" total_energy_ha=-1329.810469
C -0.751606 0.981319 0.818811 -1.307 -4.471 -2.286 -0.619
S 1.935760 -0.973709 -2.487270 -0.626 0.615 0.111 -0.462
I -0.953857 -0.381971 2.369536 0.012 0.304 -1.012 0.243
I -0.993535 0.891966 -1.199281 0.852 -0.499 1.602 0.400
I 1.331718 -2.375574 -0.731942 -0.029 -0.138 0.243 0.016
H -0.568480 1.857968 1.230146 1.099 4.189 1.343 0.422


8
Properties=species:S:1:pos:R:3:forces:R:3:mulliken_charge:R:1 method="wB97M-V/def2-TZVPD" e_above_lowest_ev=1.8701 lumo_ev=-0.8719 total_energy_ha=-994.419423
C -1.489661 -1.105133 -0.128556 0.027 0.567 -0.707 -0.178
N -0.453994 -1.611375 -0.292406 -0.724 -0.616 1.348 0.501
N 1.387310 0.702380 0.710099 1.030 0.017 0.216 -0.346
O -0.323834 1.643134 -0.746694 1.220 0.844 0.291 -0.386
O 0.501726 -2.322211 -0.153646 0.738 0.001 -0.649 -0.607
S 0.974040 1.898206 -0.123668 -0.351 -1.452 0.267 0.472
I -2.929325 0.231240 -0.427663 -0.484 -0.246 0.061 0.268
H 2.333736 0.563762 1.162536 -1.456 0.884 -0.826 0.275


12
Properties=species:S:1:pos:R:3:forces:R:3:mulliken_charge:R:1 method="wB97M-V/def2-TZVPD" e_above_lowest_ev=1.5157 lumo_ev=4.9139 total_charge=-2 total_energy_ha=-1582.143612
C 0.389854 -0.232396 0.345372 -3.120 -1.497 2.598 -0.877
N 1.537867 0.430504 0.053892 -0.082 1.634 -0.088 0.316
O -0.422892 -2.793952 -0.435437 0.468 -1.330 0.074 -0.682
O -1.709054 -0.832173 -1.314491 -1.705 1.380 -0.658 -0.778
O 1.310561 1.800016 -0.097625 0.592 -0.221 -0.326 -0.863
O 0.731500 -0.988062 -1.954826 -1.624 -0.543 -0.863 -0.308
O 2.418760 -1.704346 -0.398341 0.565 -3.030 1.645 -0.573
O 2.887038 -0.095117 -2.072592 -0.203 0.856 0.055 -0.759
P -0.459423 -1.389738 -0.828666 0.248 -0.588 0.132 0.947
S 1.942571 -0.602220 -1.108636 5.783 1.740 -3.789 1.100
I 0.291928 -1.409015 2.291751 0.138 0.474 0.450 -0.210
H -0.354294 0.496614 0.449591 -1.061 1.125 0.771 0.686


7
Properties=species:S:1:pos:R:3:forces:R:3:mulliken_charge:R:1 method="wB97M-V/def2-TZVPD" e_above_lowest_ev=0.0000 lumo_ev=-0.6191 total_energy_ha=-637.264475
C -0.693393 -1.762923 -0.018647 1.786 -3.511 -0.514 0.682
O -0.304847 -2.845304 -0.121238 -0.146 -0.427 0.163 -0.360
O -0.101375 2.212585 0.415871 -2.386 -1.896 0.444 -0.617
O -1.025394 -0.689135 0.028637 -1.714 3.919 0.396 -0.340
O 1.889041 0.078394 0.007711 0.260 -0.516 0.256 -0.639
I 1.151622 1.450967 -0.869608 -0.410 0.538 -0.128 0.850
H -0.915651 1.555416 0.557277 2.610 1.893 -0.617 0.423


6
Properties=species:S:1:pos:R:3:forces:R:3:mulliken_charge:R:1 method="wB97M-V/def2-TZVPD" e_above_lowest_ev=4.7413 lumo_ev=-1.6564 total_energy_ha=-1207.836573
C 0.407801 -0.390296 0.613477 2.302 -2.949 2.374 -0.108
O 1.997259 -1.188267 -0.756854 -2.034 1.712 0.480 -0.598
S 1.166704 -0.104318 2.138921 -1.056 -0.707 -1.061 0.015
S -0.016050 -1.817374 1.445404 0.040 1.777 0.228 -0.013
I 2.777505 -2.354438 0.434564 2.028 -1.721 0.449 0.276
H 0.033110 0.106323 -0.170781 -1.280 1.888 -2.470 0.428


6
Properties=species:S:1:pos:R:3:forces:R:3:mulliken_spin:R:1 method="wB97M-V/def2-TZVPD" spin_multiplicity=2 e_above_lowest_ev=0.0000 lumo_ev="-10.2948 / -10.3321" total_charge=+2 total_energy_ha=-956.823432
O 0.922919 0.677562 0.422362 1.769 -0.352 0.810 -0.004
H 0.681400 1.557620 0.112866 -0.321 0.170 -0.216 -0.002
Sc 2.896335 0.437074 0.824196 -0.880 0.225 -0.398 1.005
O -2.190675 -1.500992 -1.658100 0.595 1.137 1.321 0.000
C -1.774576 -0.893862 -0.801828 -0.552 -1.212 -1.131 0.000
Li -0.535403 -0.277403 1.100503 -0.611 0.032 -0.386 0.001


4
Properties=species:S:1:pos:R:3:forces:R:3:mulliken_charge:R:1 method="wB97M-V/def2-TZVPD" e_above_lowest_ev=1.1449 lumo_ev="-10.0254 / -10.0451" total_charge=+1 total_energy_ha=-147.701586
C 0.310553 0.500270 -0.210661 -1.125 -1.476 0.694 0.095
N -0.709361 -1.410896 0.617279 -1.056 -0.949 0.399 -0.216
N -0.358450 -0.389879 0.168440 0.187 -1.250 0.569 0.566
H 0.757258 1.300506 -0.575059 1.994 3.676 -1.662 0.555